Computed, not measured: the molecule ClH3NO2P at a distorted geometry, with ωB97M-V/def2-TZVPD.

```
! wB97M-V def2-TZVPD RIJCOSX def2/J DEFGRID3
* xyz 0 1
N 0.565 -1.402 -0.053
O 0.287 0.909 1.183
O 0.046 0.955 -1.234
P -0.259 -0.081 -0.048
Cl -2.220 -0.139 0.053
H 0.111 -2.258 -0.548
H 0.733 0.316 1.727
H 0.737 1.700 -1.080
*
```

For the HOMO energy, the calculation gives -9.76 eV. The LUMO energy is 0.434 eV. The calculation puts the orbital gap at 10.20 eV. As for the SMILES: N=P(O)(O)Cl.


Computed, not measured: the molecule ClH3NPS at a distorted geometry, with ωB97M-V/def2-TZVPD.

```
! wB97M-V def2-TZVPD RIJCOSX def2/J DEFGRID3
* xyz 0 3
N -0.666 -1.320 -0.687
P -0.323 1.456 0.207
S -1.254 -0.503 0.502
Cl -3.289 0.085 0.085
H -0.905 -2.356 -0.726
H -1.381 2.392 0.560
H -0.795 1.682 -1.182
*
```

For the HOMO energy (alpha / beta), the calculation gives -6.38 / -9.82 eV. The LUMO energy (alpha / beta) is 0.295 / -2.801 eV. The calculation puts the orbital gap (alpha / beta) at 6.67 / 7.02 eV.


Computed, not measured: a 2-piece molecular cluster, ClH3OSi overall at a distorted geometry, with ωB97M-V/def2-TZVPD.

```
! wB97M-V def2-TZVPD RIJCOSX def2/J DEFGRID3
* xyz 0 1
O 0.725 -0.812 0.306
Si -0.498 0.061 0.046
Cl 2.930 0.203 -0.071
H -0.908 0.770 -1.297
H -1.317 -1.030 -0.159
H -0.932 0.808 1.174
*
```

For the HOMO energy (alpha / beta), the calculation gives -11.25 / -11.24 eV. The LUMO energy (alpha / beta) is -4.561 / -4.563 eV. The calculation puts the orbital gap (alpha / beta) at 6.69 / 6.68 eV.


Computed, not measured: ClH40NiO20 as an isolated structure at a distorted geometry, with ωB97M-V/def2-TZVPD.

```
! wB97M-V def2-TZVPD RIJCOSX def2/J DEFGRID3
* xyz 1 3
Ni -13.879 0.732 3.559
Cl -13.199 -0.444 5.735
O -9.937 1.138 3.357
H -8.988 1.229 3.449
H -10.050 0.535 2.622
O -15.103 2.032 4.542
H -15.933 2.055 5.018
H -14.833 2.948 4.485
O -15.320 -3.099 7.096
H -15.226 -3.175 8.046
H -14.661 -2.453 6.841
O -14.638 -0.860 -0.073
H -15.090 -0.217 -0.620
H -13.824 -1.044 -0.542
O -12.970 -0.557 2.236
H -12.340 -1.250 2.434
H -13.450 -0.880 1.474
O -17.439 0.995 6.013
H -17.312 0.046 6.012
H -17.633 1.209 6.926
O -10.765 -2.040 2.947
H -11.270 -2.545 3.585
H -9.950 -2.530 2.844
O -16.842 3.762 2.504
H -17.701 4.103 2.753
H -16.291 4.540 2.417
O -10.009 -1.205 6.001
H -10.924 -1.085 5.747
H -9.519 -1.105 5.184
O -12.198 2.369 7.440
H -13.043 2.706 7.736
H -12.409 1.548 6.995
O -15.567 -0.664 3.534
H -16.022 -0.995 4.309
H -15.933 -1.168 2.807
O -12.302 2.180 3.579
H -11.380 1.951 3.690
H -12.297 3.122 3.410
O -12.947 -3.228 0.775
H -13.082 -3.754 -0.013
H -11.995 -3.156 0.855
O -12.294 2.365 0.604
H -11.766 1.655 0.969
H -11.659 2.945 0.184
O -14.709 1.588 1.895
H -14.355 1.658 1.008
H -15.456 2.188 1.903
O -14.167 4.615 4.740
H -13.856 5.455 4.402
H -14.893 4.843 5.320
O -14.917 2.832 7.842
H -14.968 1.899 7.632
H -15.367 2.913 8.683
O -17.244 -1.935 5.455
H -16.780 -2.124 6.270
H -17.881 -2.645 5.371
O -15.844 -2.904 1.930
H -14.887 -2.897 1.896
H -16.094 -3.716 1.490
O -9.880 0.008 0.690
H -9.356 0.340 -0.038
H -9.573 -0.890 0.818
*
```

For the HOMO energy (alpha / beta), the calculation gives -11.67 / -11.64 eV. The LUMO energy (alpha / beta) is -2.770 / -2.770 eV. The calculation puts the orbital gap (alpha / beta) at 8.90 / 8.87 eV.


Computed, not measured: a 2-piece molecular cluster, ClH4N overall at a distorted geometry, with ωB97M-V/def2-TZVPD.

```
! wB97M-V def2-TZVPD RIJCOSX def2/J DEFGRID3
* xyz 0 1
N 0.748 -0.422 0.019
H 0.772 -0.235 -0.973
H 0.597 -1.419 -0.045
H -0.091 0.036 0.346
H 1.598 -0.189 0.513
Cl -3.624 2.229 0.140
*
```

For the HOMO energy, the calculation gives -6.35 eV. The LUMO energy is -1.978 eV. The calculation puts the orbital gap at 4.37 eV.


Computed, not measured: the molecule ClH4N2OP at a distorted geometry, with ωB97M-V/def2-TZVPD.

```
! wB97M-V def2-TZVPD RIJCOSX def2/J DEFGRID3
* xyz 0 1
N -1.150 0.768 0.359
N 1.016 -0.431 0.568
O -0.306 -0.839 -1.535
P 0.297 0.425 -0.775
Cl 2.530 -1.236 0.251
H -0.942 1.598 0.905
H -1.923 1.020 -0.254
H 1.157 0.160 1.377
H -0.679 -1.465 -0.896
*
```

For the HOMO energy, the calculation gives -9.15 eV. The LUMO energy is 0.710 eV. The calculation puts the orbital gap at 9.86 eV. As for the SMILES: NP(O)NCl.


Computed, not measured: a 2-piece molecular cluster, ClH4N2P overall at a distorted geometry, with ωB97M-V/def2-TZVPD.

```
! wB97M-V def2-TZVPD RIJCOSX def2/J DEFGRID3
* xyz 0 1
N -1.228 0.670 0.399
N -0.817 -0.315 -0.410
P 1.654 -0.987 0.213
Cl 2.295 0.882 0.006
H -0.919 1.548 0.063
H -1.117 0.588 1.405
H -1.259 -1.211 -0.490
H 1.392 -1.175 -1.185
*
```

For the HOMO energy (alpha / beta), the calculation gives -8.47 / -7.89 eV. The LUMO energy (alpha / beta) is -0.493 / 0.074 eV. The calculation puts the orbital gap (alpha / beta) at 7.98 / 7.96 eV.


Computed, not measured: ClH4N3 as an isolated structure at a distorted geometry, with ωB97M-V/def2-TZVPD.

```
! wB97M-V def2-TZVPD RIJCOSX def2/J DEFGRID3
* xyz 0 1
N -0.414 -1.165 -0.103
N -0.228 1.099 -0.145
N -0.842 0.010 0.231
Cl 2.389 0.054 0.031
H 0.322 -1.373 -0.793
H -0.586 -1.925 0.626
H -0.681 1.720 0.452
H 0.899 0.934 -0.234
*
```

For the HOMO energy, the calculation gives -9.31 eV. The LUMO energy is -0.686 eV. The calculation puts the orbital gap at 8.62 eV.


Computed, not measured: the molecule ClH5N2Si at a distorted geometry, with ωB97M-V/def2-TZVPD.

```
! wB97M-V def2-TZVPD RIJCOSX def2/J DEFGRID3
* xyz 0 1
N -0.500 1.639 -0.232
N 0.054 -1.469 -0.346
Si 0.599 -0.161 0.607
Cl 2.508 0.224 0.162
H -1.201 2.041 0.330
H -1.024 1.076 -0.940
H 0.300 -1.447 -1.351
H -0.860 -1.878 -0.174
H 0.124 -0.024 1.944
*
```

For the HOMO energy, the calculation gives -8.60 eV. The LUMO energy is 0.655 eV. The calculation puts the orbital gap at 9.25 eV. As for the SMILES: N[SiH](N)Cl.


Computed, not measured: a 2-piece molecular cluster, ClH5N2Si overall at a distorted geometry, with ωB97M-V/def2-TZVPD.

```
! wB97M-V def2-TZVPD RIJCOSX def2/J DEFGRID3
* xyz 0 1
N 0.374 1.271 0.719
N -0.010 -1.449 0.286
Si -0.290 0.086 -0.269
Cl -2.276 0.080 -0.486
H 0.832 2.056 0.218
H 0.772 0.943 1.588
H 0.904 -1.670 0.661
H -0.736 -2.110 0.519
H 0.429 0.793 -3.235
*
```

For the HOMO energy (alpha / beta), the calculation gives -9.86 / -7.28 eV. The LUMO energy (alpha / beta) is -0.255 / -0.220 eV. The calculation puts the orbital gap (alpha / beta) at 9.60 / 7.06 eV.


Computed, not measured: a 2-piece molecular cluster, ClHIOPS overall at a distorted geometry, with ωB97M-V/def2-TZVPD.

```
! wB97M-V def2-TZVPD RIJCOSX def2/J DEFGRID3
* xyz 0 1
O 0.943 0.674 -0.265
P -0.142 -0.460 -0.155
S 0.564 -1.932 0.984
Cl -1.650 1.819 1.261
I -0.844 -0.888 -2.476
H 1.129 0.788 0.650
*
```

For the HOMO energy (alpha / beta), the calculation gives -9.81 / -9.80 eV. The LUMO energy (alpha / beta) is -3.774 / -3.775 eV. The calculation puts the orbital gap (alpha / beta) at 6.03 / 6.03 eV.


Computed, not measured: a 2-piece molecular cluster, ClHN2O overall at a distorted geometry, with ωB97M-V/def2-TZVPD.

```
! wB97M-V def2-TZVPD RIJCOSX def2/J DEFGRID3
* xyz 0 1
N 0.640 2.815 -0.124
N 1.721 2.845 -0.333
O -0.479 2.857 0.044
Cl -1.267 0.011 0.394
H 0.034 -0.422 0.430
*
```

For the HOMO energy, the calculation gives -11.48 eV. The LUMO energy is 0.641 eV. The calculation puts the orbital gap at 12.12 eV. As for the SMILES: N#[N+][O-].Cl.


Computed, not measured: a 2-piece molecular cluster, ClHNO3P overall at a distorted geometry, with ωB97M-V/def2-TZVPD.

```
! wB97M-V def2-TZVPD RIJCOSX def2/J DEFGRID3
* xyz -2 1
N -0.030 -1.607 -0.663
O 1.129 1.249 0.467
O -1.232 0.876 1.527
O -1.007 1.931 -0.830
P -0.386 1.133 0.293
Cl 1.574 -1.919 -1.245
H -0.047 -1.664 0.450
*
```

For the HOMO energy, the calculation gives 1.06 eV. The LUMO energy is 6.634 eV. The calculation puts the orbital gap at 5.58 eV.


Computed, not measured: a 2-piece molecular cluster, ClHS overall at a distorted geometry, with ωB97M-V/def2-TZVPD.

```
! wB97M-V def2-TZVPD RIJCOSX def2/J DEFGRID3
* xyz 0 1
S -2.152 -0.127 0.054
Cl 1.206 -0.415 -0.033
H 0.068 -1.054 -0.459
*
```

For the HOMO energy (alpha / beta), the calculation gives -10.47 / -10.47 eV. The LUMO energy (alpha / beta) is -3.141 / -3.157 eV. The calculation puts the orbital gap (alpha / beta) at 7.33 / 7.31 eV.


Computed, not measured: ClHf as an isolated structure at a distorted geometry, with ωB97M-V/def2-TZVPD.

```
! wB97M-V def2-TZVPD RIJCOSX def2/J DEFGRID3
* xyz 3 1
Hf 1.127 0.099 0.135
Cl -1.127 -0.099 -0.135
*
```

For the HOMO energy, the calculation gives -30.54 eV. The LUMO energy is -21.553 eV. The calculation puts the orbital gap at 8.99 eV.


Computed, not measured: ClMn as an isolated structure at a distorted geometry, with ωB97M-V/def2-TZVPD.

```
! wB97M-V def2-TZVPD RIJCOSX def2/J DEFGRID3
* xyz 1 6
Mn 7.502 16.140 -8.952
Cl 5.812 16.165 -7.567
*
```

For the HOMO energy (alpha / beta), the calculation gives -16.33 / -16.51 eV. The LUMO energy (alpha / beta) is -7.855 / -7.951 eV. The calculation puts the orbital gap (alpha / beta) at 8.48 / 8.56 eV.


Computed, not measured: ClMnO4 as an isolated structure at a distorted geometry, with ωB97M-V/def2-TZVPD.

```
! wB97M-V def2-TZVPD RIJCOSX def2/J DEFGRID3
* xyz 2 7
Mn 1.030 2.006 -0.052
Cl -0.224 -0.402 0.016
O -0.881 -1.631 0.624
O 0.778 -0.104 1.080
O 0.504 -0.491 -1.261
O -1.206 0.623 -0.407
*
```

For the HOMO energy (alpha / beta), the calculation gives -22.98 / -22.38 eV. The LUMO energy (alpha / beta) is -13.638 / -15.661 eV. The calculation puts the orbital gap (alpha / beta) at 9.34 / 6.72 eV.


Computed, not measured: ClN2O10Rb as an isolated structure at a distorted geometry, with ωB97M-V/def2-TZVPD.

```
! wB97M-V def2-TZVPD RIJCOSX def2/J DEFGRID3
* xyz -1 2
Rb 8.083 0.460 -30.334
Cl 9.137 5.099 -30.266
O 7.936 4.833 -31.006
O 8.654 5.315 -28.904
O 9.930 3.959 -30.504
O 9.567 6.260 -30.956
N 6.531 -0.394 -23.521
O 6.024 -1.292 -22.857
O 7.553 0.074 -23.235
O 5.831 -0.043 -24.442
N 7.615 2.004 -27.293
O 8.418 2.733 -27.702
O 7.108 1.317 -28.093
O 7.163 1.895 -26.197
*
```

For the HOMO energy (alpha / beta), the calculation gives -5.01 / -4.94 eV. The LUMO energy (alpha / beta) is 1.062 / -1.197 eV. The calculation puts the orbital gap (alpha / beta) at 6.08 / 3.74 eV.


Computed, not measured: ClN2O10Rb as an isolated structure at a distorted geometry, with ωB97M-V/def2-TZVPD.

```
! wB97M-V def2-TZVPD RIJCOSX def2/J DEFGRID3
* xyz -2 1
Rb -5.836 1.161 1.130
Cl -0.732 -4.689 1.851
O -1.674 -5.511 2.562
O -0.094 -5.500 0.803
O -1.540 -3.616 1.393
O 0.252 -3.998 2.613
N -1.770 1.845 -1.819
O -2.650 2.571 -2.285
O -2.084 0.886 -1.133
O -0.607 2.058 -2.027
N 4.211 3.713 -0.689
O 4.594 2.958 0.115
O 3.155 4.328 -0.710
O 4.775 3.792 -1.805
*
```

For the HOMO energy, the calculation gives -1.21 eV. The LUMO energy is 0.954 eV. The calculation puts the orbital gap at 2.16 eV.


Computed, not measured: a 4-piece molecular cluster, ClN3O13 overall at a distorted geometry, with ωB97M-V/def2-TZVPD.

```
! wB97M-V def2-TZVPD RIJCOSX def2/J DEFGRID3
* xyz -4 1
N 1.089 3.227 2.486
O 2.294 2.912 2.384
O 0.799 4.471 2.419
O 0.207 2.399 2.717
N -1.046 -3.883 -2.411
O -1.760 -3.048 -2.997
O -0.269 -4.647 -3.098
O -1.252 -4.174 -1.227
N 1.791 1.757 -1.223
O 2.072 1.315 -2.374
O 0.933 2.655 -1.109
O 2.347 1.289 -0.216
Cl -1.423 -0.802 0.922
O -2.585 0.004 1.282
O -1.623 -1.372 -0.406
O -0.156 -0.122 1.033
O -1.419 -1.979 1.817
*
```

For the HOMO energy, the calculation gives 3.85 eV. The LUMO energy is 10.172 eV. The calculation puts the orbital gap at 6.32 eV.